# 1
The following is a DFT calculation (ωB97M-V/def2-TZVPD) of C31H32BrN5O3Ti as an isolated structure.

Geometry as XYZ:
```
73
Properties=species:S:1:pos:R:3:mulliken_charge:R:1
Ti 0.898 -0.079 -0.017 -0.027
C 0.894 -1.235 3.130 -0.750
C 0.521 -2.568 2.545 0.813
C -0.323 -3.406 3.263 -0.763
C -0.710 -4.635 2.748 -1.023
C -0.247 -5.021 1.503 -0.621
C 0.607 -4.212 0.757 1.761
C 1.042 -4.680 -0.601 -2.026
C 1.004 -2.976 1.289 -0.211
N 1.735 -2.024 0.538 0.410
C 2.957 -2.350 0.071 0.216
O 3.597 -3.381 0.236 -0.720
C 3.620 -1.170 -0.634 0.040
C 4.971 -1.149 -0.938 -0.774
C 5.535 0.068 -1.305 -0.281
C 4.771 1.227 -1.277 -0.721
C 3.430 1.120 -0.944 0.103
N 2.882 -0.067 -0.711 0.405
C 2.551 2.343 -0.683 0.097
O 3.005 3.439 -0.998 -0.729
N 1.389 2.053 -0.069 0.360
C 0.547 3.171 0.173 -0.238
C -0.080 3.845 -0.881 1.424
C 0.141 3.451 -2.311 -1.679
C -0.954 4.887 -0.589 -0.652
C -1.217 5.263 0.719 -0.954
C -0.582 4.594 1.754 -1.055
C 0.304 3.553 1.496 1.186
C 1.018 2.890 2.636 -1.077
H 0.222 -0.954 3.940 0.417
H 0.872 -0.414 2.393 -0.477
H 1.918 -1.232 3.511 0.442
H -0.688 -3.083 4.231 0.411
H -1.375 -5.279 3.307 0.405
H -0.556 -5.973 1.086 0.419
H 0.336 -5.414 -0.994 0.439
H 2.035 -5.126 -0.560 0.422
H 1.112 -3.854 -1.309 0.251
H 5.535 -2.064 -0.842 0.500
H 6.587 0.124 -1.556 0.433
H 5.178 2.210 -1.464 0.523
H 1.007 3.968 -2.725 0.424
H -0.734 3.698 -2.916 0.444
H 0.332 2.379 -2.402 0.089
H -1.442 5.404 -1.407 0.443
H -1.901 6.076 0.927 0.420
H -0.761 4.887 2.782 0.372
H 0.647 3.267 3.589 0.451
H 2.093 3.075 2.589 0.272
H 0.894 1.805 2.635 -0.100
C -4.702 2.061 -1.645 -0.871
N -3.321 1.637 -1.701 0.338
C -2.808 1.151 -2.962 -0.918
C -2.547 1.632 -0.602 -0.241
O -1.385 1.259 -0.574 -0.264
H -5.379 1.219 -1.806 0.316
H -4.898 2.815 -2.411 0.301
H -4.907 2.502 -0.672 0.287
H -3.352 0.257 -3.280 0.359
H -2.917 1.916 -3.734 0.352
H -1.755 0.912 -2.843 0.092
H -3.052 2.026 0.292 0.405
Br -4.064 -2.236 2.060 -0.131
C -2.852 -2.246 0.627 -0.545
C -3.013 -3.103 -0.453 -0.231
C -2.085 -3.051 -1.478 -1.135
C -1.026 -2.161 -1.373 -0.719
N -0.872 -1.352 -0.329 1.232
C -1.769 -1.388 0.653 -0.438
H -3.846 -3.792 -0.482 0.473
H -2.158 -3.693 -2.343 0.562
H -0.271 -2.104 -2.148 0.553
H -1.633 -0.714 1.492 0.710
```

The calculated total energy comes out at -139420.14036 eV. As for the HOMO energy (spin up / spin down): -6.576 / -7.995 eV. As for the spin multiplicity: 3. As for the energy relative to the best compared isomer or geometry (same formula, charge and spin): 0.000 eV. As for the net charge: 0.

=====

# 2
The following is a DFT calculation (ωB97M-V/def2-TZVPD) of C31H32Cl2N4OS3SiTa as an isolated structure.

Geometry as XYZ:
```
75
Properties=species:S:1:pos:R:3:mulliken_charge:R:1
Ta -0.346 0.170 0.439 -0.177
C 3.508 1.066 -0.395 -1.525
C 2.988 -0.123 0.349 0.352
N 2.446 -1.083 -0.305 -0.154
N 2.187 -2.216 0.438 -0.463
C 1.023 -2.716 0.410 0.618
S -0.385 -2.064 -0.503 -0.367
S 0.585 -4.184 1.249 -0.129
C 2.116 -4.591 2.142 -0.803
C 1.914 -4.659 3.633 0.722
C 1.217 -3.672 4.320 0.181
C 1.102 -3.723 5.700 -0.882
C 1.680 -4.765 6.411 -0.460
C 2.369 -5.759 5.732 -0.573
C 2.481 -5.707 4.350 -0.619
C 3.096 -0.145 1.829 0.506
C 4.309 -0.124 2.506 -1.106
C 4.340 -0.171 3.892 -0.864
C 3.157 -0.218 4.615 -0.710
C 1.933 -0.213 3.962 0.005
C 1.923 -0.178 2.581 0.546
O 0.733 -0.147 1.902 0.794
H 3.284 0.979 -1.457 0.332
H 4.591 1.133 -0.270 0.593
H 3.087 1.991 0.006 0.169
H 2.836 -3.817 1.877 0.331
H 2.480 -5.542 1.758 0.519
H 0.749 -2.866 3.767 0.308
H 0.551 -2.951 6.223 0.411
H 1.585 -4.808 7.488 0.393
H 2.814 -6.580 6.277 0.388
H 3.016 -6.488 3.824 0.349
H 5.232 -0.099 1.940 0.476
H 5.290 -0.175 4.407 0.452
H 3.181 -0.257 5.695 0.475
H 0.998 -0.233 4.504 0.594
Cl -2.391 0.478 -1.280 -0.040
C -3.836 0.706 -0.323 0.955
C -5.013 0.989 -0.985 -0.807
C -6.156 1.191 -0.227 -0.408
C -6.098 1.109 1.156 -0.747
C -4.901 0.821 1.789 0.197
Cl -4.871 0.732 3.511 -0.190
C -3.728 0.607 1.057 -0.127
S -2.235 0.216 1.900 -0.171
H -5.034 1.052 -2.063 0.469
H -7.092 1.414 -0.717 0.405
H -6.982 1.267 1.757 0.445
C 0.762 -0.754 -3.316 -1.456
C 0.790 0.653 -2.823 0.739
C 1.194 1.691 -3.646 -0.926
C 1.189 2.998 -3.171 -0.694
C 0.808 3.278 -1.874 -0.753
C 0.445 2.198 -1.077 0.716
N 0.425 0.933 -1.555 0.235
N 0.051 2.165 0.242 0.211
Si -0.172 3.549 1.356 -0.202
C 0.115 2.906 3.075 -0.768
C 1.096 4.877 1.005 -1.349
C -1.914 4.150 1.108 -0.841
H 1.100 -0.789 -4.349 0.463
H -0.244 -1.170 -3.263 0.263
H 1.405 -1.380 -2.698 0.212
H 1.497 1.472 -4.658 0.477
H 1.487 3.806 -3.827 0.473
H 0.793 4.283 -1.488 0.415
H 1.127 2.512 3.189 0.124
H -0.596 2.133 3.367 0.224
H 0.007 3.735 3.780 0.570
H 2.068 4.455 0.742 0.413
H 1.234 5.465 1.914 0.444
H 0.798 5.572 0.220 0.419
H -2.630 3.362 1.354 0.183
H -2.088 4.458 0.075 0.330
H -2.129 5.006 1.750 0.418
```

The calculated total energy comes out at -107654.02613 eV. As for the HOMO energy: -10.754 eV. As for the energy relative to the best compared isomer or geometry (same formula, charge and spin): 1.300 eV. As for the net charge: +1.

=====

# 3
The following is a DFT calculation (ωB97M-V/def2-TZVPD) of C31H32Cl4N7O2PTeTi as an isolated structure.

Geometry as XYZ:
```
79
Properties=species:S:1:pos:R:3:mulliken_charge:R:1
Ti 0.112 0.131 0.256 -0.568
C 2.952 1.615 -0.966 -1.421
C 2.148 2.894 -0.727 -0.798
C 0.894 2.918 -1.568 0.961
C 0.331 4.121 -1.976 -1.076
C -0.830 4.106 -2.737 -0.460
C -1.369 2.879 -3.092 -0.628
C -0.725 1.733 -2.662 -0.190
N 0.377 1.736 -1.916 0.142
N 2.485 0.474 -0.176 1.070
C 3.076 0.483 1.172 -2.220
C 2.113 0.774 2.296 1.045
C 2.596 1.029 3.561 -0.960
C 1.706 1.242 4.619 -0.766
C 0.341 1.254 4.311 -1.153
C -0.063 1.020 3.023 -0.636
N 0.794 0.725 2.014 1.944
C 2.794 -0.791 -0.849 -1.202
C 1.758 -1.881 -0.457 0.596
C 2.430 -3.208 -0.418 -1.335
C 2.559 -3.893 0.726 -0.430
C 1.996 -3.383 1.937 -1.559
C 1.270 -2.227 1.873 -0.213
N 1.093 -1.500 0.765 0.746
H 2.861 1.366 -2.027 0.549
H 4.020 1.813 -0.759 0.481
H 1.864 2.966 0.327 0.198
H 2.760 3.767 -0.972 0.637
H 0.788 5.055 -1.684 0.404
H -1.298 5.029 -3.051 0.425
H -2.272 2.813 -3.678 0.460
H -1.091 0.751 -2.944 0.252
H 3.513 -0.505 1.379 0.495
H 3.901 1.213 1.223 0.626
H 3.664 1.056 3.727 0.514
H 2.061 1.403 5.625 0.419
H -0.395 1.444 5.080 0.483
H -1.114 1.078 2.752 0.445
H 2.774 -0.647 -1.932 0.521
H 3.818 -1.128 -0.594 0.206
H 2.814 -3.576 -1.359 0.456
H 3.072 -4.846 0.748 0.410
H 2.082 -3.936 2.859 0.418
H 0.767 -1.852 2.768 0.611
Cl -5.901 2.812 -1.360 -0.242
C -4.279 2.679 -0.783 0.521
C -3.622 3.791 -0.284 0.456
Cl -4.409 5.329 -0.276 -0.241
C -2.320 3.676 0.193 0.231
Cl -1.476 5.072 0.767 -0.229
C -1.648 2.449 0.186 -0.621
O -0.431 2.264 0.538 -0.638
C -2.353 1.291 -0.285 -1.233
O -1.706 0.155 -0.192 0.002
C -3.638 1.437 -0.792 0.939
Cl -4.426 0.056 -1.483 -0.204
Te 0.122 -1.677 -1.923 -0.122
C -4.791 -2.404 1.308 -0.851
N -4.596 -1.527 2.454 0.139
C -4.345 -2.336 3.630 -0.965
N -3.225 -3.251 3.480 0.132
C -3.462 -4.082 2.309 -0.950
N -3.694 -3.329 1.094 0.178
C -2.498 -2.644 0.642 -1.354
P -1.845 -1.365 1.846 3.003
C -3.524 -0.581 2.215 -1.390
C -1.973 -2.527 3.340 -1.886
H -4.927 -1.796 0.413 0.270
H -5.700 -2.992 1.487 0.309
H -5.245 -2.929 3.836 0.337
H -4.155 -1.677 4.481 0.416
H -4.348 -4.698 2.505 0.314
H -2.598 -4.735 2.164 0.416
H -2.702 -2.153 -0.316 0.392
H -1.704 -3.385 0.476 0.244
H -3.819 0.065 1.384 0.402
H -3.422 0.050 3.110 0.456
H -1.813 -1.932 4.251 0.390
H -1.165 -3.265 3.279 0.481
```

The calculated total energy comes out at -136982.22917 eV. As for the HOMO energy (spin up / spin down): -3.301 / -3.291 eV. As for the spin multiplicity: 2. As for the energy relative to the best compared isomer or geometry (same formula, charge and spin): 1.934 eV. As for the net charge: -1.

=====

# 4
The following is a DFT calculation (ωB97M-V/def2-TZVPD) of C31H32Cl4N7O2PTeTi as an isolated structure.

Geometry as XYZ:
```
79
Properties=species:S:1:pos:R:3:mulliken_charge:R:1
Ti 0.650 0.443 -0.074 -0.177
C 4.030 0.298 -0.598 -1.223
C 3.905 1.476 0.359 -1.202
C 3.019 2.610 -0.055 0.935
C 3.536 3.850 -0.413 -0.788
C 2.683 4.906 -0.683 -0.403
C 1.317 4.722 -0.530 -1.034
C 0.882 3.476 -0.126 -0.373
N 1.693 2.430 0.046 0.725
N 2.761 -0.446 -0.875 2.026
C 2.812 -1.709 -0.099 -1.653
C 1.537 -2.487 -0.197 0.616
C 1.484 -3.868 -0.142 -1.005
C 0.252 -4.500 -0.246 -0.602
C -0.885 -3.738 -0.449 -0.649
C -0.749 -2.361 -0.507 -0.909
N 0.428 -1.751 -0.346 1.394
C 2.710 -0.794 -2.305 -1.869
C 2.699 0.343 -3.306 0.772
C 2.535 0.016 -4.650 -0.916
C 2.636 1.012 -5.600 -0.648
C 2.863 2.315 -5.182 -0.776
C 2.983 2.547 -3.824 -0.152
N 2.927 1.586 -2.906 0.289
H 4.757 -0.399 -0.168 0.428
H 4.441 0.644 -1.540 0.651
H 4.916 1.860 0.522 0.596
H 3.515 1.118 1.321 -0.185
H 4.608 3.978 -0.485 0.398
H 3.080 5.867 -0.988 0.396
H 0.611 5.522 -0.704 0.447
H -0.170 3.272 0.039 0.665
H 2.943 -1.435 0.955 0.310
H 3.656 -2.327 -0.439 0.501
H 2.393 -4.441 -0.012 0.463
H 0.187 -5.579 -0.188 0.394
H -1.858 -4.196 -0.558 0.422
H -1.592 -1.699 -0.651 0.421
H 1.823 -1.402 -2.491 0.484
H 3.583 -1.427 -2.537 0.538
H 2.327 -1.007 -4.937 0.436
H 2.512 0.782 -6.651 0.395
H 2.923 3.134 -5.886 0.397
H 3.136 3.552 -3.442 0.292
Cl -5.210 3.231 -2.305 -0.244
C -3.624 2.535 -2.268 0.323
C -2.856 2.477 -3.418 0.297
Cl -3.479 3.093 -4.914 -0.241
C -1.570 1.918 -3.374 0.268
Cl -0.604 1.814 -4.807 -0.203
C -1.040 1.427 -2.190 -0.981
O 0.151 0.890 -2.032 0.207
C -1.842 1.471 -1.011 0.163
O -1.290 0.951 0.056 -0.330
C -3.115 2.026 -1.065 0.238
Cl -4.054 2.053 0.389 -0.223
Te 1.269 0.151 2.556 -0.694
C -3.731 -3.314 4.381 -0.947
N -4.485 -2.420 3.508 0.072
C -4.632 -1.135 4.196 -0.898
N -3.375 -0.535 4.626 0.086
C -2.662 -1.497 5.457 -0.952
N -2.441 -2.794 4.820 0.080
C -1.508 -2.665 3.693 -1.115
P -2.062 -1.506 2.339 1.062
C -3.787 -2.235 2.225 -1.346
C -2.555 -0.120 3.480 -0.923
H -3.572 -4.263 3.862 0.400
H -4.339 -3.503 5.271 0.302
H -5.249 -1.303 5.084 0.293
H -5.152 -0.438 3.536 0.406
H -3.251 -1.666 6.364 0.296
H -1.696 -1.074 5.738 0.443
H -1.334 -3.657 3.262 0.417
H -0.544 -2.300 4.056 0.378
H -3.731 -3.206 1.719 0.408
H -4.396 -1.584 1.590 0.439
H -3.095 0.627 2.893 0.258
H -1.637 0.355 3.832 0.434
```

The calculated total energy comes out at -136984.16348 eV. As for the HOMO energy (spin up / spin down): -2.965 / -3.066 eV. As for the spin multiplicity: 2. As for the energy relative to the best compared isomer or geometry (same formula, charge and spin): 0.000 eV. As for the net charge: -1.

=====

# 5
The following is a DFT calculation (ωB97M-V/def2-TZVPD) of C31H32ClN2O4ReS as an isolated structure.

Geometry as XYZ:
```
72
Properties=species:S:1:pos:R:3:mulliken_charge:R:1
Re 0.608 0.522 1.006 2.893
Cl 1.608 2.882 7.907 -0.183
C 0.986 2.427 6.360 0.313
C 0.115 1.318 6.412 -0.704
C -0.078 0.529 5.293 -0.811
C 0.307 1.047 4.058 0.321
O 0.167 0.359 2.916 -0.095
C 0.725 2.428 3.976 1.885
C 0.708 3.201 2.816 -1.378
O 0.141 2.851 1.620 -0.368
C 1.317 3.003 5.181 -1.355
H -0.348 1.052 7.349 0.445
H -0.528 -0.484 5.315 0.457
H 1.129 4.209 2.868 0.395
H 1.784 4.014 5.132 0.386
N -3.594 1.393 0.527 -0.322
C -2.269 1.548 0.483 0.638
O -1.451 0.564 0.608 -0.897
C -1.723 2.920 0.116 -0.903
C -1.137 3.625 1.317 -0.588
H -4.000 0.578 0.964 0.268
H -4.214 2.132 0.126 0.254
H -2.501 3.557 -0.319 0.534
H -0.917 2.832 -0.629 0.219
H -1.744 3.588 2.228 0.391
H -0.871 4.668 1.101 0.380
C 3.169 -0.366 2.962 -1.024
N 2.694 0.147 1.603 -0.385
C 3.440 1.408 1.217 -0.790
C 2.929 -1.020 0.605 -1.341
C 1.752 -1.971 0.640 0.748
C 1.889 -3.324 0.485 -0.991
C 0.829 -4.108 0.932 -0.440
C -0.399 -3.632 1.389 -0.894
C -0.529 -2.247 1.373 -0.161
C 0.466 -1.419 0.925 0.260
H 4.171 -0.840 2.942 0.347
H 2.458 -1.207 3.217 0.293
H 3.013 0.413 3.728 0.423
H 4.481 1.441 1.599 0.358
H 2.915 2.268 1.684 0.194
H 3.383 1.437 0.122 0.345
H 3.889 -1.466 0.869 0.488
H 2.961 -0.510 -0.395 0.347
H 2.821 -3.806 0.194 0.472
H 0.965 -5.183 0.860 0.405
H -1.184 -4.299 1.752 0.463
H -1.401 -1.762 1.759 0.578
O 1.005 1.097 -0.618 -0.835
S -2.789 -0.084 -4.110 -0.244
C -1.407 0.378 -5.019 0.382
C -1.686 0.618 -6.357 -0.373
C -0.649 0.977 -7.194 -0.500
C 0.656 1.261 -6.698 -0.549
C 0.928 0.814 -5.392 -0.512
C -0.116 0.495 -4.516 -0.549
C -2.438 -1.762 -3.717 0.728
C -3.357 -2.361 -2.816 -0.662
C -3.234 -3.665 -2.378 -0.699
C -2.100 -4.408 -2.687 -0.457
C -1.198 -3.848 -3.537 -0.551
C -1.338 -2.576 -4.105 -0.346
H -2.686 0.435 -6.747 0.392
H -0.863 1.121 -8.236 0.374
H 1.429 1.759 -7.259 0.407
H 1.942 0.751 -5.051 0.415
H 0.065 0.241 -3.472 0.740
H -4.190 -1.733 -2.519 0.352
H -4.039 -4.190 -1.869 0.375
H -1.951 -5.407 -2.298 0.454
H -0.340 -4.454 -3.849 0.357
H -0.575 -2.176 -4.750 0.433
```

The calculated total energy comes out at -69315.25796 eV. As for the HOMO energy (spin up / spin down): -9.522 / -9.804 eV. As for the spin multiplicity: 4. As for the energy relative to the best compared isomer or geometry (same formula, charge and spin): 0.000 eV. As for the net charge: +1.

=====

# 6
The following is a DFT calculation (ωB97M-V/def2-TZVPD) of C31H32KN6O3 as an isolated structure.

Geometry as XYZ:
```
73
Properties=species:S:1:pos:R:3:mulliken_charge:R:1
K -0.388 -0.654 0.134 0.824
O 5.795 -4.752 1.914 -0.519
C 4.591 -4.571 2.658 -0.614
C 3.825 -3.383 2.153 0.900
C 3.840 -3.037 0.787 -1.168
C 2.987 -2.025 0.375 -0.117
N 2.162 -1.355 1.164 -0.266
C 2.163 -1.656 2.499 0.038
C 3.014 -2.674 3.002 -1.071
C 1.245 -0.952 3.350 0.016
C 1.493 -0.762 4.733 -0.758
C 0.600 -0.067 5.511 0.862
C 0.852 0.161 6.974 -0.812
O 0.526 -0.972 7.788 -0.534
C -0.577 0.428 4.903 -1.086
C -0.747 0.208 3.541 -0.356
N 0.112 -0.437 2.771 0.335
H 6.194 -5.581 2.185 0.293
H 4.814 -4.441 3.723 0.319
H 3.954 -5.461 2.555 0.256
H 4.491 -3.553 0.095 0.377
H 2.972 -1.728 -0.672 0.512
H 2.971 -2.940 4.053 0.399
H 2.414 -1.133 5.170 0.339
H 0.276 1.033 7.309 0.306
H 1.909 0.353 7.160 0.323
H -0.329 -1.302 7.492 0.343
H -1.314 0.984 5.473 0.316
H -1.642 0.574 3.040 0.341
C 0.185 3.735 2.842 -0.584
C -1.002 4.445 2.729 -0.411
C -1.811 4.223 1.632 -0.913
C -1.420 3.284 0.671 0.647
N -0.285 2.586 0.795 -0.037
C 0.488 2.818 1.845 -0.188
C -2.255 2.999 -0.506 0.233
C -3.069 3.972 -1.099 -0.871
C -3.838 3.636 -2.195 -0.502
C -3.797 2.331 -2.668 -0.877
C -2.953 1.438 -2.022 -0.567
N -2.189 1.758 -0.991 0.592
H 0.845 3.875 3.686 0.419
H -1.298 5.146 3.499 0.407
H -2.762 4.727 1.534 0.392
H 1.394 2.223 1.902 0.310
H -3.066 4.985 -0.719 0.411
H -4.462 4.380 -2.676 0.402
H -4.400 2.017 -3.509 0.482
H -2.910 0.402 -2.334 0.647
C 2.223 -3.523 -3.010 -1.370
C 0.819 -3.121 -2.597 0.795
O 0.454 -3.090 -1.445 -0.619
N -0.012 -2.806 -3.636 -0.116
C -1.244 -2.065 -3.389 -0.894
C -1.022 -0.605 -3.694 0.552
C -1.628 0.027 -4.770 -0.538
C -1.360 1.369 -5.005 -0.510
C -0.489 2.025 -4.147 -0.501
C 0.076 1.308 -3.106 -0.320
N -0.164 0.021 -2.880 0.096
H 2.744 -3.912 -2.139 0.265
H 2.755 -2.647 -3.385 0.324
H 2.197 -4.280 -3.794 0.450
H 0.412 -2.658 -4.537 0.245
H -1.490 -2.190 -2.330 0.147
H -2.054 -2.480 -3.989 0.374
H -2.313 -0.517 -5.408 0.375
H -1.824 1.893 -5.830 0.403
H -0.251 3.071 -4.290 0.443
H 0.752 1.784 -2.402 0.341
C -3.058 -1.810 0.438 -1.002
H -3.500 -1.440 1.389 0.141
H -3.817 -2.533 0.069 0.131
```

The calculated total energy comes out at -64072.33741 eV. As for the HOMO energy (spin up / spin down): -2.046 / -1.097 eV. As for the energy relative to the best compared isomer or geometry (same formula, charge and spin): 2.393 eV. As for the net charge: -1.